No. 1
The following is a quantum chemistry calculation of a molecular structure, C21H29N2O4OsSSb, from the OMol25 dataset.

Summary:
Net charge: +2
Highest occupied orbital energy (eV): -12.88
Energy above the lowest of the compared OMol25 structures with the same formula, charge and spin (kcal/mol): 0.0
Gap between HOMO and LUMO (eV): 6.180
Strongest force on any atom (eV Å⁻¹): 0.83

```
59
Properties=species:S:1:pos:R:3:forces:R:3
Os -0.691514 1.981576 -0.710857 -0.282 -0.239 -0.739
O -0.729261 5.953142 -1.790883 0.040 -0.046 -0.042
C -0.512852 4.716152 -1.438975 -0.371 -0.147 -0.087
O -1.315811 3.796147 -1.658608 0.164 0.198 0.311
C 0.784136 4.437740 -0.786841 0.119 -0.075 0.056
C 1.828069 5.322064 -0.575160 0.042 0.026 0.014
C 3.008375 4.842843 -0.016452 -0.067 -0.068 -0.009
C 3.117443 3.492123 0.297545 0.044 0.037 0.002
C 2.029715 2.667694 0.067733 -0.164 0.097 -0.104
N 0.882199 3.138588 -0.448240 0.220 0.227 0.132
C 2.018831 1.209198 0.317173 0.034 -0.277 0.085
O 2.937708 0.538935 0.706610 0.038 0.224 -0.078
O 0.832837 0.586137 0.019887 0.081 0.179 0.336
H -1.599954 6.041721 -2.217262 0.012 0.002 0.011
H 1.715347 6.362532 -0.847501 0.001 0.001 -0.004
H 3.837438 5.512242 0.161439 0.005 0.003 0.003
H 4.025172 3.076166 0.713112 0.001 0.002 0.004
S -2.061451 2.590893 1.082050 0.032 -0.106 -0.099
C -3.158771 1.456445 0.314467 0.110 0.138 0.109
C -4.430471 1.061895 0.701549 -0.063 -0.049 -0.023
C -5.081163 0.121098 -0.077241 0.027 0.042 0.035
C -4.456080 -0.397761 -1.209887 0.027 0.001 -0.034
C -3.189542 0.043897 -1.530925 -0.100 0.039 -0.039
N -2.551991 0.950331 -0.779094 0.154 0.005 0.130
H -4.889105 1.490595 1.581308 0.000 0.003 0.000
H -6.078082 -0.203514 0.189496 0.000 -0.005 -0.003
H -4.951545 -1.120380 -1.841647 0.000 0.000 0.001
H -2.671404 -0.307001 -2.414498 0.002 -0.015 -0.002
C -1.148589 -3.236528 1.350560 -0.012 -0.009 -0.036
C -0.977954 -1.763785 0.972630 -0.044 -0.087 -0.057
C -1.237227 -0.830985 2.150408 0.028 -0.046 0.076
Sb 0.992348 -1.455554 0.212720 -0.113 -0.121 0.067
C 1.226705 -1.943559 -1.852655 -0.012 -0.101 0.023
C 0.367087 -3.183453 -2.117136 0.036 0.016 -0.033
C 0.877301 -0.773125 -2.762236 -0.002 -0.002 0.028
C 2.534465 -2.292210 1.454651 0.035 -0.011 -0.021
C 2.502882 -3.799228 1.202007 0.026 0.010 0.016
C 2.360405 -1.895639 2.912105 0.000 -0.035 -0.012
H -2.175262 -3.380535 1.691748 -0.001 -0.010 -0.004
H -0.494863 -3.524695 2.174390 -0.005 0.018 0.017
H -0.983856 -3.918636 0.515285 0.001 0.001 0.008
H -1.631137 -1.525236 0.129596 0.006 0.089 0.029
H -0.615624 -1.094172 3.008748 -0.016 -0.007 -0.016
H -2.278827 -0.954176 2.455162 0.004 0.023 0.009
H -1.085112 0.222524 1.921773 -0.019 0.015 -0.051
H 2.285663 -2.191381 -1.951045 -0.002 -0.005 -0.003
H -0.697269 -2.962641 -2.012112 -0.003 0.000 0.006
H 0.614404 -4.019977 -1.460525 0.005 0.003 -0.011
H 0.533977 -3.519287 -3.141557 -0.007 0.005 -0.007
H -0.166385 -0.467855 -2.646132 -0.022 0.000 0.006
H 1.015056 -1.088157 -3.798067 -0.016 0.029 -0.006
H 1.518902 0.091581 -2.593298 0.034 0.019 -0.024
H 3.439108 -1.853689 1.036874 -0.008 0.014 0.019
H 1.579167 -4.265894 1.544067 -0.004 -0.001 0.007
H 3.319221 -4.251143 1.769177 0.003 -0.003 -0.002
H 2.665596 -4.055852 0.153289 -0.003 -0.001 0.002
H 1.450029 -2.314257 3.343556 0.003 0.002 -0.007
H 2.359102 -0.814998 3.049934 0.003 0.000 0.006
H 3.202393 -2.298939 3.477811 -0.002 -0.002 0.006
```
Forces are in eV/Å.

=====

No. 2
The following is a quantum chemistry calculation of C21H29N3O3 in the gas phase, from the OMol25 dataset.

Summary:
Highest occupied orbital energy (eV): -8.33
Energy above the lowest of the compared OMol25 structures with the same formula, charge and spin (kcal/mol): 9.9
Gap between HOMO and LUMO (eV): 8.524
Strongest force on any atom (eV Å⁻¹): 0.70
SMILES: Cc1cc(C)c2cc(CN(CCO)C(=O)NC3CCCCC3)c(=O)[nH]c2c1

```
56
Properties=species:S:1:pos:R:3:forces:R:3
C 2.054097 -5.540153 2.823397 0.009 0.005 -0.006
C 1.321117 -4.248659 2.637169 0.035 0.238 -0.137
C 1.847474 -3.229271 1.872290 -0.030 -0.113 0.070
C 1.143551 -2.034388 1.719302 -0.541 -0.183 0.407
N 1.651195 -1.018929 0.954664 0.318 0.013 -0.201
C 1.043062 0.185209 0.710010 0.023 -0.257 0.165
O 1.602249 1.009476 -0.007542 0.147 0.233 -0.115
C -0.235547 0.379502 1.368292 -0.232 0.024 0.408
C -0.752320 -0.592292 2.156210 0.319 0.423 -0.259
C -0.101683 -1.846212 2.347144 0.445 -0.323 -0.109
C -0.643597 -2.898717 3.115129 0.193 -0.068 -0.090
C 0.072993 -4.067653 3.244259 -0.065 0.077 0.003
H -0.335796 -4.877812 3.831074 -0.088 -0.084 0.080
C -1.984304 -2.747801 3.762849 0.015 0.012 -0.009
H -2.292314 -3.681840 4.225282 -0.035 -0.026 0.037
H -1.952808 -1.977521 4.532678 -0.083 0.060 0.071
H -2.727715 -2.457726 3.022471 -0.136 0.039 0.011
H -1.694535 -0.421870 2.650378 -0.140 0.055 0.043
C -0.970722 1.671477 1.108991 0.202 -0.094 -0.033
N -1.878430 1.569435 -0.014093 -0.034 0.029 0.085
C -1.625116 2.062918 -1.279342 0.036 0.131 0.313
O -2.525168 2.132891 -2.102962 -0.285 -0.076 -0.340
N -0.361088 2.495178 -1.516390 0.407 0.070 -0.039
H 0.407855 2.104286 -0.984329 -0.108 -0.063 0.192
C -0.016425 3.004188 -2.829550 -0.280 0.278 -0.434
C 1.036346 4.108044 -2.704586 -0.043 -0.112 0.161
C 2.405776 3.553105 -2.319614 0.032 0.169 -0.283
C 2.856277 2.499851 -3.326090 0.025 -0.159 0.285
C 1.840081 1.363659 -3.368510 0.017 0.092 -0.294
C 0.469567 1.896649 -3.774527 -0.086 -0.065 0.229
H -0.268664 1.092101 -3.778327 -0.063 0.033 -0.068
H 0.524502 2.305412 -4.786203 -0.019 0.005 -0.084
H 1.783185 0.905723 -2.379991 0.021 -0.100 0.008
H 2.160030 0.596736 -4.078473 -0.010 -0.056 0.055
H 3.837672 2.112423 -3.044092 0.054 0.025 -0.068
H 2.944212 2.951324 -4.318012 0.057 0.026 -0.068
H 2.360145 3.098036 -1.329573 0.061 0.016 0.126
H 3.130450 4.369970 -2.280602 0.005 -0.011 0.102
H 0.704651 4.836194 -1.961825 -0.059 0.053 -0.055
H 1.113436 4.619233 -3.666913 0.007 0.047 -0.048
H -0.944400 3.423681 -3.235616 0.226 -0.055 0.060
C -3.211440 1.051295 0.205438 -0.210 -0.390 -0.461
H -3.918176 1.720281 -0.295634 0.024 -0.108 0.173
H -3.420988 1.029930 1.275137 -0.002 0.040 0.027
C -3.418490 -0.352566 -0.372089 -0.347 0.431 -0.204
O -2.941571 -1.330512 0.536324 0.122 -0.282 0.230
H -2.955573 -2.187964 0.099839 0.014 0.045 0.015
H -4.491627 -0.507819 -0.550205 0.092 0.053 -0.020
H -2.894263 -0.416928 -1.331321 -0.085 0.046 0.052
H -0.253540 2.472326 0.915770 -0.106 -0.039 0.104
H -1.553827 1.937771 1.997570 0.098 0.005 -0.083
H 2.551821 -1.156077 0.509617 -0.171 0.130 0.033
H 2.804630 -3.347136 1.384456 0.125 -0.036 -0.053
H 2.996147 -5.538550 2.281782 0.071 -0.054 -0.016
H 2.259330 -5.706992 3.880024 0.047 -0.058 0.049
H 1.448277 -6.372916 2.468866 0.010 -0.086 -0.014
```
Forces are in eV/Å.

=====

No. 3
The following is a quantum chemistry calculation of C21H29N3O4 in the gas phase, from the OMol25 dataset.

Summary:
Highest occupied orbital energy (eV): -7.58
Energy above the lowest of the compared OMol25 structures with the same formula, charge and spin (kcal/mol): 29.2
Gap between HOMO and LUMO (eV): 8.088
Strongest force on any atom (eV Å⁻¹): 0.80
SMILES: COC(=O)c1[nH]c2cccc(OC)c2c1NC(=O)CCN1C[C@H](C)C[C@H](C)C1

```
57
Properties=species:S:1:pos:R:3:forces:R:3
C 0.078323 -3.750883 -0.226680 -0.144 -0.441 0.023
H 0.401117 -4.547524 -0.899803 -0.072 0.064 0.058
H -0.867293 -3.329333 -0.559700 0.042 0.003 0.027
H -0.019824 -4.160947 0.780610 -0.019 0.024 -0.087
O 1.014749 -2.684610 -0.236119 0.440 0.309 -0.013
C 2.295674 -3.033410 0.049436 -0.251 -0.410 0.055
O 2.630512 -4.175922 0.275038 -0.037 0.245 -0.036
C 3.196830 -1.902871 0.050255 -0.090 0.749 -0.082
C 2.972298 -0.544854 -0.135700 0.155 -0.735 0.262
C 4.232122 0.100874 -0.032440 0.184 -0.065 0.015
C 4.651843 1.438815 -0.201727 0.252 -0.124 0.011
C 5.989423 1.717261 0.013641 -0.342 0.490 -0.110
C 6.902514 0.709565 0.341831 -0.005 -0.444 0.054
C 6.533114 -0.609973 0.447917 0.328 0.090 0.056
C 5.186187 -0.908417 0.253279 -0.298 0.562 -0.124
N 4.542222 -2.100240 0.281888 -0.102 -0.305 -0.010
H 4.940220 -3.007684 0.458320 -0.018 0.066 -0.023
H 7.248776 -1.384013 0.674334 0.109 -0.067 0.038
H 7.934699 0.986548 0.496667 0.087 0.001 0.011
H 6.359343 2.725270 -0.083321 -0.019 0.111 -0.038
O 3.720396 2.325830 -0.612246 0.100 -0.427 -0.018
C 4.054730 3.691419 -0.640072 0.084 0.239 -0.018
H 3.137070 4.213104 -0.906610 0.084 0.007 0.016
H 4.393950 4.037194 0.340293 0.001 -0.025 -0.023
H 4.824274 3.901843 -1.391005 -0.034 -0.013 0.055
N 1.734305 0.043405 -0.353458 -0.079 -0.241 -0.408
C 1.233124 1.081795 0.389982 -0.411 0.085 -0.230
O 1.852966 1.662917 1.245748 0.060 0.058 0.287
C -0.211358 1.379725 0.035740 -0.023 -0.070 0.287
C -1.130990 0.375832 0.748556 0.035 0.167 -0.103
N -2.519434 0.588733 0.384415 0.120 -0.076 0.078
C -2.864631 -0.047092 -0.871879 -0.165 0.342 -0.135
C -4.248706 0.403786 -1.338052 -0.049 -0.390 -0.143
C -4.600926 -0.225892 -2.681907 0.102 0.185 0.231
H -4.614243 -1.311351 -2.602797 -0.019 -0.147 -0.025
H -5.583648 0.104692 -3.009430 -0.104 -0.004 -0.084
H -3.873638 0.054013 -3.440842 0.053 -0.006 -0.144
C -5.276902 0.046612 -0.266798 0.271 0.475 0.023
C -4.865232 0.653004 1.073310 -0.112 -0.377 0.162
C -5.845819 0.276604 2.179063 0.206 0.142 -0.183
H -6.848413 0.615243 1.928716 -0.130 0.008 0.023
H -5.872438 -0.803046 2.313451 -0.037 -0.140 0.041
H -5.553921 0.732213 3.122397 -0.025 0.025 0.154
C -3.450159 0.190719 1.423475 -0.196 0.294 -0.003
H -3.139073 0.657526 2.361073 0.009 -0.064 0.018
H -3.451025 -0.906273 1.570348 -0.012 -0.015 0.037
H -4.842304 1.742294 0.968673 0.043 -0.008 0.000
H -6.263589 0.413262 -0.556779 -0.084 -0.044 -0.019
H -5.338239 -1.040820 -0.170107 -0.036 -0.124 0.002
H -4.223970 1.492674 -1.446814 0.034 -0.009 0.019
H -2.123391 0.232043 -1.623782 0.018 -0.066 -0.031
H -2.853373 -1.151421 -0.777242 0.018 -0.005 -0.012
H -1.024777 0.529805 1.824735 0.017 -0.060 -0.034
H -0.806159 -0.656829 0.527509 -0.037 0.013 0.086
H -0.348051 1.324032 -1.044061 -0.012 0.015 -0.048
H -0.463155 2.384366 0.372376 0.065 -0.039 -0.031
H 1.063897 -0.549624 -0.823681 0.046 0.171 0.091
```
Forces are in eV/Å.